1.
225
Properties=species:S:1:pos:R:3 method="wB97M-V/def2-TZVPD" spin_multiplicity=1
H -2.86117 -1.88324 -5.37996
H -3.22422 -4.84149 -0.68430
C -6.43090 -4.28031 4.18378
C -2.96780 4.72179 4.10834
H 1.93598 -3.91515 -6.35908
C 2.94791 -4.45706 -0.20544
H 4.58362 0.84937 3.25663
O -1.11318 -0.22889 4.73898
H -4.31357 1.56899 -7.12581
H -0.43344 5.83983 -4.49033
H -4.86821 -0.28432 -5.94494
H 0.93795 2.58208 0.39352
H -6.31708 -5.26945 3.74022
C 0.99765 4.28277 3.08474
H -6.65585 -4.34969 5.24805
O 5.92364 4.30578 -2.24311
H -2.69525 2.08016 4.27292
H 3.63362 -2.27053 -2.91132
C 0.03417 -2.79743 -4.71523
H 0.75830 5.33869 3.21064
H 1.76033 0.50445 7.21633
H 3.29611 2.10070 6.13818
H 1.55834 -1.01451 -7.43035
H -3.87725 -4.20100 1.67669
N 5.18726 -1.92799 3.82073
C 0.33010 -4.24657 -4.23212
C -5.89890 1.55456 2.02217
C 4.55718 -1.84495 -2.51887
H 1.17880 -4.69533 -4.74829
O 0.17859 1.71369 -5.00606
H -2.10251 5.38461 4.11424
H -2.92065 4.19904 5.06365
H 0.36574 4.70400 1.14807
C 3.99150 -0.57596 -6.59432
H 4.41039 6.24460 -1.40019
H -5.72685 -1.64915 3.74006
C -9.19240 0.45180 0.49941
H 2.91346 -2.14871 4.15255
O -1.52000 -5.46232 0.45382
C -3.58269 -1.98411 3.24205
H 2.52814 5.47057 -0.47114
N -3.95551 3.75394 -3.56740
C 3.90172 1.09938 4.06941
N -5.67340 6.16514 -0.47594
H 0.49978 -3.68599 10.22870
N 2.20900 -3.98392 -1.12657
C 1.39313 1.63244 -4.80731
C -4.96680 5.01677 -0.19073
H 4.63545 -1.23839 4.31068
O -1.62049 -0.31696 -5.48180
H 0.33681 -6.62463 -4.85089
F 0.38080 2.27936 -1.21426
Cl 4.71111 3.71493 -2.57661
N 2.17051 2.09254 -5.66100
C 9.53904 -2.49249 -0.01593
H -0.81865 -4.55896 9.23302
H 7.24069 -5.24612 -1.71841
H 3.68218 -1.44282 6.73275
H -3.91289 5.25627 4.20442
H 10.44396 -3.08369 -0.15629
H -0.54998 3.46633 1.92063
H -0.06802 -0.68261 1.81402
H 7.26228 -4.66088 -3.33779
H -5.01536 1.85536 1.45916
H -1.82160 5.92107 -3.48798
C -5.08275 -2.43487 3.34525
H 8.90208 -2.86766 -2.51524
H 4.66905 -0.19055 -5.83242
H 2.52660 -3.62909 -2.01726
H -4.07304 4.36184 -2.76944
H 3.45690 -0.94672 0.48168
N -0.62871 -0.89612 2.62651
N -4.10598 5.30336 0.80468
H -2.11389 -0.65073 -0.25825
H -9.63673 1.40488 0.21250
H 9.44721 -2.42592 1.06815
Zn -1.75224 1.67988 -5.64056
N -4.04739 0.56107 -0.82095
O 4.39641 0.65226 5.27689
C 3.89328 6.68430 0.50866
H -4.87111 1.00297 -1.20348
O 4.27211 2.96131 -1.43534
C -6.99843 1.48464 0.89828
N 1.94989 1.26843 -3.71623
O 8.46978 -3.06753 -0.52526
H 4.38557 -0.86937 -2.97372
H 1.67083 0.12115 5.60616
H -4.90325 2.93930 4.95439
H -1.35359 -6.82010 -5.40917
N 2.76044 -1.25410 6.36548
H 0.63989 -2.08675 -4.15298
C 0.47005 3.82604 1.78557
O 3.73141 4.77253 -2.91881
H -2.94270 -3.67392 3.76781
N -2.43379 3.41416 -2.04172
H 3.45144 0.31715 -6.90864
N 2.15276 -5.00163 0.59451
H -5.85123 0.51714 2.35321
N -6.07215 2.33982 3.27020
C 2.18761 -1.88434 -7.24187
C -2.07681 -5.13646 1.69760
H -2.98750 -6.63101 -0.37497
O 4.07464 7.34395 1.58313
N 2.79638 6.02371 0.33022
H -1.96795 7.96768 -3.54972
H 0.90193 -1.98869 5.84682
H 3.93511 2.18358 4.17648
H -2.62387 -3.36481 0.69908
N 5.90469 -3.74876 -2.07940
O 0.67370 3.50645 4.20203
H 1.71428 -1.98850 8.73173
H -2.98238 4.14044 -1.60392
H 2.51407 -5.28476 1.49417
O 4.13307 -4.51277 -0.21109
H -0.68124 -3.39281 -6.44729
H 2.45931 -1.17872 -0.94430
H 0.54404 0.96097 2.49697
H 2.46449 -2.76535 2.60710
O -3.57157 1.22074 -6.62604
C -0.71160 -6.44734 -4.61105
H -6.24095 6.05337 -1.30388
O -0.23813 6.98970 -1.24470
H -1.29467 -5.05129 2.45198
H -1.02137 -6.94025 -3.68954
F 0.81248 0.25606 -0.08445
H -6.47081 1.08281 0.03326
H 6.61843 -1.80825 -2.75966
C 7.29895 -4.32668 -2.30094
H -3.64041 -1.21254 2.47430
O -8.11312 0.74465 1.44457
H -0.97894 -1.82767 2.79875
H 0.60960 -4.21777 -3.17895
H -7.16132 -3.71721 3.60283
C -4.81260 2.24790 4.11662
O -5.00749 -1.37893 -0.98566
C 5.82026 -2.52986 -2.93381
H -3.25262 1.94993 2.57155
H 5.84322 -2.75462 -4.00014
H 2.08244 4.18020 3.11294
H -0.99037 -2.52051 -4.46678
C 3.55527 1.06392 6.35273
H 9.35475 -4.35915 -1.78152
H 2.78008 -2.09545 -8.13211
H -3.32171 -1.50454 4.18544
H 2.19295 5.83681 1.11827
H -3.50043 4.55164 1.10185
O -0.82313 -5.01932 -4.39387
H 1.20666 -3.88282 -1.05449
N -2.97718 -1.17141 -0.19733
C -0.62401 -0.06084 3.64404
H 1.17596 -4.76012 0.50708
H 2.14186 -3.17549 6.28141
H -5.38715 7.04298 -0.06658
O -3.11268 3.83212 2.96664
C -0.23992 -3.65624 9.42868
C -0.82380 6.34362 -3.60608
C 8.56428 -3.60871 -1.79078
H -9.81852 -0.23403 1.07011
C 1.07396 -2.30639 7.90891
C -2.89145 -0.79405 -5.35123
C -3.37142 2.47934 3.51691
N 3.17194 -2.35187 3.19756
H 5.64752 6.98784 -0.33221
H 9.79521 -1.52987 -0.45848
N -2.66396 -3.12009 2.97052
H 0.93372 -3.64997 -7.78827
C 4.45919 -2.48673 2.94421
H -3.21072 1.11568 -0.70916
H 1.02080 6.29738 -2.71003
H -0.26239 7.93482 -1.41138
O 0.44084 -3.55273 8.15766
O 4.43228 -1.89589 -1.09292
H -0.15289 3.77428 4.61019
C -2.86061 -3.80801 1.66637
O 3.07204 -1.53405 -6.19779
C 3.47202 -0.95615 -0.60818
H -9.02901 -0.05341 -0.45252
H -5.41946 -2.66422 2.33425
H 3.07348 2.25200 -5.23756
H -7.27074 2.52275 0.70786
O -2.41630 2.09974 -3.88643
H 5.32173 -4.46899 -2.48131
H 1.92885 2.45364 -6.57276
C -2.52244 -5.67127 -0.60022
H 2.91355 0.76475 3.75376
O -5.02047 3.93130 -0.80282
H 2.94487 1.43835 -3.68108
H -3.23614 -0.56965 -4.34181
O 4.81971 2.81950 -3.68610
H 0.26610 -1.57696 7.85080
H -4.39884 3.50032 -4.43874
H -1.05553 -2.97394 9.66820
C 0.01446 6.09997 -2.34070
H -1.59949 2.91121 -1.77511
N 4.70212 6.70824 -0.55165
O -5.23973 -3.56409 4.19860
H -3.62570 -0.75698 -7.25111
C 1.69221 -2.22250 6.56019
H -2.66975 -5.97410 2.06486
F -1.25110 1.12707 -0.43017
F -0.10372 0.26427 -2.11907
C 1.33977 -3.17626 -6.89450
C 2.39205 0.10435 6.42327
C -4.04043 -0.70742 -0.68295
H -2.93622 -2.00822 0.36674
H 6.17318 -1.75084 3.69147
N 0.07247 0.97768 3.38996
H -1.05922 -1.07529 -5.65924
H -3.96254 6.29824 0.90346
C -3.86284 -0.18486 -6.35415
H 3.98065 1.20463 7.34639
H -6.83152 1.93338 3.79770
O -1.11427 7.75498 -3.93390
H 1.52478 1.02808 -2.83214
C -2.86573 3.05476 -3.22894
H -2.13263 -5.75862 -1.61438
B -0.02445 0.98960 -0.91769
H 0.15733 1.82696 3.92999
H -4.77384 1.26520 4.58663
O 4.93669 -2.97731 1.88855
H 3.68725 0.02005 -1.04268
H 4.58822 -0.83874 -7.46780
O 1.22841 2.73598 1.29547
H -0.02604 5.01741 -2.22021
N 0.02861 -2.72204 -6.18983

***

2.
31
Properties=species:S:1:pos:R:3 method="wB97M-V/def2-TZVPD" total_charge=-1 spin_multiplicity=1
H -1.25858 -2.08151 3.38396
C -0.25236 -2.38176 3.66848
S 0.96027 -2.76637 -2.24892
C 0.55777 -0.67638 1.67923
H -1.52749 -0.57916 -2.80122
H 0.60964 3.52669 -0.43287
H -1.86375 1.32252 0.36910
C -0.06879 3.36629 0.40788
S 3.91819 -1.10383 -3.50890
C 0.09660 1.96591 0.91824
H 2.12982 2.30858 1.58998
As 1.83593 -1.05504 -3.45100
Cl -2.38772 1.58916 -2.43632
C 1.34053 1.57317 1.49640
Cl -3.59187 -0.61953 -3.94343
S 1.03659 0.23390 -1.76003
C -0.91109 1.04091 0.79824
C -0.70109 -0.31129 1.14447
C -2.07648 0.13115 -3.41072
S 0.80408 -2.34891 2.22118
H 0.16264 -1.70423 4.41581
H 2.52546 -0.02241 2.29425
H -1.54761 -0.98631 1.18896
S 0.75582 -0.71655 -5.21487
H -0.24960 -3.40243 4.04492
Pt 0.52877 -1.52058 -0.42879
H -1.08219 3.53497 0.05044
C 1.57006 0.28650 1.89047
H 0.16125 4.10429 1.17905
H -1.48251 0.40453 -4.27473
O 0.00769 -3.11232 1.17074

***

3.
52
Properties=species:S:1:pos:R:3 method="wB97M-V/def2-TZVPD" total_charge=+2 spin_multiplicity=1
P 3.08338 -0.89310 -0.30358
H -4.10131 -2.35074 -2.37518
H -2.03579 1.63730 3.95132
H 1.81123 2.71091 -2.43767
C 1.26981 -1.04394 -0.70786
C 0.41631 0.08113 0.05639
C 2.86288 -2.33453 1.83030
H 2.15492 -2.88066 1.15526
S -2.25845 0.57314 -2.03777
H -3.26914 -2.31797 0.20069
O -2.48190 1.92945 -2.59848
C -2.39504 2.24828 1.88270
O -1.02186 -0.00360 -2.64803
H 2.62330 2.74761 -0.75817
C 3.33813 1.05571 -1.99388
O 3.75474 0.59882 -0.70836
C -3.39953 -1.62664 -1.87304
H 0.90241 0.40574 1.00828
H -0.65860 1.26110 2.87331
C 2.75978 2.54316 -1.86131
H -2.19626 0.20556 2.86497
H -1.12000 -1.40697 -0.41663
H 4.27075 1.12261 -2.62577
C -1.05913 -0.47506 0.20883
H 0.35179 0.93372 -0.68545
H -3.63934 -0.21595 1.40235
H -1.98977 3.26085 2.17172
C -3.57119 -0.08286 0.29661
F -3.79291 2.37620 2.02537
H 0.91081 -2.07618 -0.46324
H -1.17018 -0.83619 1.27172
H 2.33764 -2.24841 2.82524
H 2.64796 0.36494 -2.54540
C -1.78576 1.24045 2.92840
H 3.84110 -4.20994 2.54871
H -2.56333 2.74996 -0.22992
O 3.82605 -2.08406 -0.89156
H 3.62394 3.24824 -2.22068
C -2.18269 0.56944 -0.16620
C -1.95883 2.02213 0.38737
C -3.83349 -1.51137 -0.35312
H 4.74201 -3.39059 1.15061
H -4.91662 -1.80754 -0.29972
H -0.89683 2.38703 0.30281
O -3.54773 -0.36103 -2.55166
H -4.36870 0.66519 0.01687
H -2.37556 -2.08040 -2.00609
Cd 3.79066 5.09338 -2.08629
O 3.21826 -1.00526 1.37786
H 4.77097 -2.64948 2.82954
H 1.13403 -0.90895 -1.81508
C 4.14706 -3.23061 2.09289

***

| no. | Kohn-Sham gap (eV) | molecular weight (g/mol) | HOMO level (eV) |
| --- | --- | --- | --- |
| 1 | 4.6 | 1584.25 | -7.2 |
| 2 | 6.1 | 637.44 | -4.2 |
| 3 | 2.2 | 486.82 | -15.3 |